(1)
The following is a DFT calculation (ωB97M-V with the def2-TZVPD basis set) of an isolated molecule of C2HN3O2 in a non-equilibrium geometry.

Output
**Relative energy (zero: lowest compared OMol25 entry of this formula, charge and spin)**: 810.0 kJ/mol
**Frontier orbital gap**: 8.3 eV
**E_tot**: -391.29228 Eh
**Highest occupied orbital energy**: -10.603 eV
**Strongest force on any atom**: 3.85 eV/Å

Geometry as ORCA input:
```
! RIJCOSX wB97M-V def2-TZVPD def2/J DEFGRID3
* xyz 0 1
C 0.149 0.146 -0.395
N 0.391 -0.789 -1.600
C -0.366 0.272 -1.792
N 1.978 0.329 -1.511
H -0.368 -0.008 0.504
N 1.432 0.707 -0.396
O -1.260 0.908 -2.250
O 1.967 1.417 0.434
*
```



(2)
The following is a DFT calculation (ωB97M-V with the def2-TZVPD basis set) of a cluster of 2 separate species, C2HN3O2S in total in a non-equilibrium geometry.

Output
**Relative energy (zero: lowest compared OMol25 entry of this formula, charge and spin)**: 96.0 kJ/mol
**Frontier orbital gap**: 8.3 eV
**E_tot**: -789.69539 Eh
**Highest occupied orbital energy**: -9.224 eV
**Strongest force on any atom**: 3.20 eV/Å

Geometry as ORCA input:
```
! RIJCOSX wB97M-V def2-TZVPD def2/J DEFGRID3
* xyz 0 1
C -0.867 -0.271 -0.470
N -1.563 0.549 -1.245
H -0.491 -1.222 -0.900
N -2.054 1.673 -1.126
O 2.985 -0.013 1.547
S -0.691 -0.112 1.165
N -2.551 2.683 -1.166
C 2.728 -1.103 1.267
O 2.504 -2.183 0.928
*
```



(3)
The following is a DFT calculation (ωB97M-V with the def2-TZVPD basis set) of an isolated molecule of C2HN3OS2 in a non-equilibrium geometry.

Output
**SMILES string**: S=CSc1nnon1
**Relative energy (zero: lowest compared OMol25 entry of this formula, charge and spin)**: 98.1 kJ/mol
**Frontier orbital gap**: 8.5 eV
**E_tot**: -1112.57374 Eh
**Highest occupied orbital energy**: -9.391 eV
**Strongest force on any atom**: 2.35 eV/Å

Geometry as ORCA input:
```
! RIJCOSX wB97M-V def2-TZVPD def2/J DEFGRID3
* xyz 0 1
C -1.504 -0.506 -0.524
C 0.959 0.297 0.327
N 1.372 0.392 -1.016
S -0.707 -0.033 0.925
S -3.123 -0.626 -0.618
H -0.871 -0.818 -1.356
N 2.613 0.532 -0.900
N 1.926 0.329 1.160
O 3.007 0.481 0.365
*
```



Question: Which of these has the highest E_tot?
Answer: C2HN3O2



Question: Among the records above, which one has the highest relative energy (zero: lowest compared OMol25 entry of this formula, charge and spin)?
Answer: C2HN3O2



What did the first record say?
The following is a DFT calculation (ωB97M-V with the def2-TZVPD basis set) of an isolated molecule of C2HN3O2 in a non-equilibrium geometry.

Output
**Relative energy (zero: lowest compared OMol25 entry of this formula, charge and spin)**: 810.0 kJ/mol
**Frontier orbital gap**: 8.3 eV
**E_tot**: -391.29228 Eh
**Highest occupied orbital energy**: -10.603 eV
**Strongest force on any atom**: 3.85 eV/Å

Geometry as ORCA input:
```
! RIJCOSX wB97M-V def2-TZVPD def2/J DEFGRID3
* xyz 0 1
C 0.149 0.146 -0.395
N 0.391 -0.789 -1.600
C -0.366 0.272 -1.792
N 1.978 0.329 -1.511
H -0.368 -0.008 0.504
N 1.432 0.707 -0.396
O -1.260 0.908 -2.250
O 1.967 1.417 0.434
*
```